Entry from the OMol25 dataset: C18H51InN3Na2O10S as an isolated structure in a non-equilibrium geometry (ωB97M-V/def2-TZVPD).

Calculated values
* net charge: +4
* HOMO energy (spin up / spin down): -17.51 / -17.57 eV
* energy: -69235.32980 eV
* E_LUMO (spin up / spin down): -14.07 / -14.49 eV
* 2S+1: 2
* molar mass: 662.482 g mol⁻¹
* <S²>: 1.763

```
86
Properties=species:S:1:pos:R:3:forces:R:3
In -2.9317 1.4199 -2.9047 1.02 0.10 -0.14
Na -3.4593 -2.1836 -0.0844 0.61 -0.39 0.12
Na -3.8318 1.3488 1.2943 0.75 0.51 0.14
S -1.0414 0.1806 -0.1205 0.69 4.70 -3.30
O -1.7827 -0.7705 0.6350 -1.89 -4.05 3.60
O -0.9698 -0.3402 -1.4756 1.53 -0.90 -0.40
O -1.8968 1.3517 -0.2409 -2.32 2.03 0.35
O 0.2085 0.6696 0.4819 -0.61 -2.64 0.07
C -0.2146 0.0577 4.4564 0.13 0.06 0.48
C -1.4760 0.8872 4.2696 -0.07 -0.79 0.48
C -1.3013 2.2774 4.8928 -1.10 -2.10 -0.22
O -1.1235 2.0789 6.2822 0.47 2.10 -0.28
C -1.1357 3.3198 7.0102 -0.96 -0.53 2.06
N -1.7538 1.0411 2.8834 -0.82 1.13 -1.48
H 0.6422 0.6609 4.1563 0.18 -0.02 -0.08
H -0.2514 -0.8145 3.8037 -0.06 -0.11 0.17
H -0.0519 -0.2747 5.4817 -0.02 -0.06 -0.03
H -2.3807 0.3892 4.6184 0.22 0.02 0.99
H -2.1582 2.9266 4.7122 0.02 0.39 0.15
H -0.4155 2.7045 4.4228 0.63 0.61 0.18
H -2.0107 3.9367 6.8058 0.18 0.14 -0.98
H -0.1868 3.8534 6.9542 0.36 0.03 -0.72
H -1.2546 3.1024 8.0717 0.29 -0.61 0.00
H -0.9989 1.5693 2.4695 0.26 0.38 -0.44
H -1.7432 0.1530 2.4025 0.09 -0.20 0.29
C 0.4649 -2.4512 -3.1270 -0.03 -2.02 -1.48
C -0.4754 -2.0237 -4.3063 1.77 1.03 0.76
C -0.9457 -3.1237 -5.3290 0.59 -0.36 -0.19
O 0.1914 -3.5565 -6.0722 -1.32 0.83 -0.03
C 0.3550 -2.9756 -7.4011 1.84 -0.46 1.07
N -1.6339 -1.3927 -3.7786 -1.66 -0.09 0.24
H 0.0020 -3.2851 -2.5992 -0.41 -0.14 0.20
H 0.7345 -1.7184 -2.3664 -0.11 0.47 -0.75
H 1.3441 -2.9311 -3.5567 0.42 0.34 0.16
H 0.0206 -1.1883 -4.8003 0.42 -0.47 -0.82
H -1.7498 -2.7943 -5.9870 0.24 0.45 -0.04
H -1.3106 -3.9628 -4.7367 0.35 -0.33 0.06
H 1.3865 -3.2653 -7.6014 -0.36 -0.32 -0.79
H 0.4118 -1.8950 -7.2698 -0.62 0.38 0.08
H -0.4170 -3.2929 -8.1022 -0.14 -0.10 0.11
H -2.3159 -2.0967 -3.5349 -0.52 -0.30 -0.08
H -1.2775 -1.1251 -2.8723 -0.41 0.64 0.29
C 2.0023 -3.2663 0.2121 -0.55 -0.66 -0.09
C 0.5042 -3.0772 0.4664 2.95 -1.17 1.63
C -0.2695 -4.3498 0.5462 -0.68 -1.28 -0.09
O -1.6272 -4.0225 0.6286 -2.02 0.96 -0.45
C -2.5957 -5.1030 0.6095 1.34 -0.72 0.72
N 0.3599 -2.2075 1.6079 -1.13 0.47 -2.81
H 2.0910 -4.0986 -0.4861 0.46 0.48 -0.47
H 2.5282 -3.6162 1.1004 -0.15 0.16 0.19
H 2.4099 -2.3044 -0.0989 0.39 -0.26 -0.36
H 0.1057 -2.4390 -0.3222 -0.51 0.43 -0.54
H 0.0018 -5.0103 1.3699 0.37 0.34 0.49
H -0.0689 -4.9824 -0.3185 0.06 0.24 -0.48
H -2.5430 -5.6163 1.5696 -0.14 -0.07 0.06
H -2.3337 -5.8390 -0.1505 -0.16 0.13 -0.24
H -3.6230 -4.7591 0.4886 0.15 0.37 -0.18
H -0.5833 -1.8650 1.4938 -1.62 0.08 1.63
H 0.9058 -1.3696 1.4663 1.40 0.52 0.89
C 1.0549 4.0784 -2.5982 -0.14 -0.16 0.24
C 0.4189 2.7203 -2.2853 1.45 0.75 1.05
O -0.0630 2.0979 -3.4387 -1.32 -0.81 -1.19
H 1.2617 4.6412 -1.6879 -0.14 0.00 0.09
H 0.3720 4.6596 -3.2178 0.03 0.07 0.02
H 2.0159 4.0110 -3.1082 -0.12 -0.27 -0.16
H -0.3643 2.8046 -1.5319 -0.23 0.14 -0.16
H 1.1407 1.9993 -1.9017 0.29 0.39 0.68
H 0.6595 1.5206 -3.6962 -0.23 -0.09 -0.54
C 0.0098 5.0189 2.2056 0.90 0.82 -0.18
C -0.0622 3.8418 1.2655 -0.99 1.18 0.92
O 0.6650 2.7975 1.8390 0.29 -0.21 0.85
H -0.5862 5.8535 1.8363 -0.01 -0.01 -0.01
H 1.0526 5.3364 2.2059 0.02 0.27 0.16
H -0.2421 4.8658 3.2550 -0.29 -0.47 -0.04
H 0.3087 4.2123 0.3099 0.13 -0.48 -0.21
H -1.1233 3.6060 1.1843 -0.23 -0.49 -0.47
H 0.5456 1.9863 1.3397 0.18 0.10 -0.40
C 4.8608 1.2662 -0.1000 -0.27 0.98 0.98
C 3.3554 1.4942 0.1046 0.74 0.74 0.40
O 2.6288 0.4703 -0.4474 -0.71 -2.79 -1.60
H 5.3477 1.9390 0.6060 0.16 0.09 0.09
H 5.2922 1.5549 -1.0585 -0.46 -0.39 -0.20
H 5.1649 0.2707 0.2233 -0.17 -0.10 -0.33
H 2.9570 2.4094 -0.3333 0.58 0.62 0.00
H 3.0837 1.5227 1.1598 0.52 0.30 0.41
H 1.7161 0.4804 -0.1500 0.24 0.36 -0.05
```
Positions in Å, forces in eV/Å.